Entry 1:
Computed, not measured: a molecular structure, C25H30GeN5S4Ti, with ωB97M-V/def2-TZVPD.

Values from the calculation:
**Energy relative to the best compared isomer or geometry (same formula, charge and spin)**: 10.6 kcal per mole
**Spin multiplicity**: 1
**F_max**: 0.0180 Eh/bohr
**Kohn-Sham gap**: 5.35 eV
**Net charge**: -1

```
66
C25H30GeN5S4Ti ωB97M-V/def2-TZVPD
Ti -0.1379 0.7028 0.0632
S -2.5464 0.6683 -0.6369
C -2.5651 2.1391 -1.6131
C -3.7632 2.8384 -1.7678
C -3.8458 3.9637 -2.5676
C -2.7087 4.4225 -3.2246
C -1.5099 3.7513 -3.0649
C -1.4139 2.6096 -2.2668
S 0.1444 1.7843 -2.1327
C 2.2876 3.2302 -0.1348
C 2.5762 2.1137 0.5572
C 3.9728 1.7434 0.7957
C 4.3079 0.8940 1.7756
C 3.2655 0.2888 2.5532
C 1.9777 0.4449 2.1486
C 0.9151 -0.2892 2.9459
S -0.8059 -0.1624 2.3679
C -1.4780 1.1920 3.2830
C -1.9825 0.9261 4.5563
C -2.5194 1.9352 5.3279
C -2.5513 3.2280 4.7957
C -2.0700 3.4880 3.5350
C -1.5214 2.4751 2.7142
S -0.9925 2.8795 1.1248
N 1.5821 1.2596 1.1183
H -4.6357 2.4773 -1.2377
H -4.7900 4.4845 -2.6724
H -2.7538 5.3060 -3.8499
H -0.6148 4.1058 -3.5610
H 1.2992 3.6522 -0.1939
H 3.1006 3.7792 -0.5917
H 4.7241 2.2613 0.2118
H 5.3468 0.6871 2.0049
H 3.4932 -0.3442 3.4009
H 0.9020 0.0725 3.9754
H 1.1378 -1.3563 2.9643
H -1.9434 -0.0898 4.9322
H -2.9126 1.7273 6.3136
H -2.9674 4.0402 5.3803
H -2.1108 4.4916 3.1317
C -0.0683 -3.1258 -4.8684
Ge 0.5057 -3.0754 -2.9898
C 2.4324 -2.7895 -3.0138
C 0.0249 -4.8272 -2.2479
C -0.5722 -1.6179 -2.2270
H 0.3579 -3.9915 -5.3776
H 0.2588 -2.2242 -5.3866
H -1.1547 -3.1826 -4.9465
H 2.9118 -3.6031 -3.5607
H 2.8430 -2.7238 -2.0096
H 2.6489 -1.8542 -3.5311
H 0.2525 -5.6074 -2.9760
H -1.0464 -4.8559 -2.0438
H 0.5553 -5.0490 -1.3240
H -1.5745 -1.9887 -1.9913
H -0.7072 -0.8730 -3.0163
N 1.7354 -4.4509 1.2060
C 0.8901 -3.3671 1.0107
N -0.1608 -3.2839 1.8933
N 1.1619 -2.5167 0.1046
C 0.5687 -1.3017 -0.0488
N -0.0868 -0.9163 -1.0658
H 1.2980 -5.3198 1.4688
H 2.3960 -4.5539 0.4514
H -0.4896 -4.1240 2.3364
H -0.8732 -2.5978 1.6921
```

Atomic partial charges in e from the Löwdin method, atoms 1 to 4: number 1, Ti, carries 0.38; number 2, S, carries 0.56; number 3, C, carries -0.71; number 4, C, carries -0.14

Entry 2:
Computed, not measured: a gas-phase ion, C11H12BF5NO4 (charge +1) at a distorted geometry, with ωB97M-V/def2-TZVPD.

Values from the calculation:
**Spin multiplicity**: 1
**SMILES**: COB(O)c1cc(C(=O)O[C@H](C)F)c(C(F)(F)C(F)F)c[nH+]1
**F_max**: 0.0648 Eh/bohr
**Kohn-Sham gap**: 8.75 eV
**Net charge**: +1

```
34
C11H12BF5NO4 ωB97M-V/def2-TZVPD
C -1.8180 1.6191 3.3364
O -3.0310 1.1222 2.6923
B -2.7566 0.0091 1.8756
O -3.2642 -1.2820 2.0854
C -1.7439 0.2479 0.6292
C -1.1329 -0.9009 -0.0286
C -0.1812 -0.6162 -1.1350
C 0.4878 -1.8645 -1.8134
O -0.0716 -2.5521 -2.5996
O 1.8158 -2.1226 -1.4201
C 1.8605 -2.9761 -0.2653
C 1.7115 -2.2135 1.1071
F 3.1324 -3.5720 -0.2632
C 0.1018 0.7761 -1.5177
C 1.1218 1.1425 -2.6465
F 0.5395 1.1662 -3.8975
F 2.2153 0.2905 -2.6581
C 1.7428 2.6006 -2.3994
F 2.9130 2.6346 -3.1590
F 0.9229 3.6070 -2.8598
C -0.6046 1.8513 -0.8096
N -1.4730 1.5372 0.2074
H -1.5790 2.6072 2.8487
H -0.9205 0.9516 3.1508
H -1.9285 1.6929 4.4450
H -2.4849 -1.8187 2.3452
H -1.3619 -1.9439 0.3072
H 1.0941 -3.7994 -0.3381
H 0.6622 -2.2987 1.5096
H 2.3693 -2.7178 1.8746
H 2.0235 -1.1393 1.0619
H 2.0768 2.7312 -1.3345
H -0.4709 2.9403 -1.0356
H -1.9683 2.2901 0.7046
```

Atomic partial charges in e from the Löwdin method, atoms 1 to 4: number 1, C, carries -0.04; number 2, O, carries 0.01; number 3, B, carries -0.49; number 4, O, carries 0.17

Entry 3:
Computed, not measured: a molecular structure, C47H56FN5O3P2PbS at a distorted geometry, with ωB97M-V/def2-TZVPD.

Values from the calculation:
**Energy relative to the best compared isomer or geometry (same formula, charge and spin)**: 84.7 kcal per mole
**Spin multiplicity**: 1
**F_max**: 0.0324 Eh/bohr
**Kohn-Sham gap**: 7.15 eV

```
116
C47H56FN5O3P2PbS ωB97M-V/def2-TZVPD
Pb 0.4347 -0.5356 -0.5925
C -4.3594 -6.2747 -2.1694
C -5.1554 -4.9687 -2.1252
C -6.4503 -5.1114 -1.3279
C -6.1482 -5.3250 0.1498
C -5.2306 -4.2484 0.6499
C -5.2375 -3.9025 1.9835
C -4.3905 -2.9046 2.4542
F -4.4357 -2.5895 3.7627
C -3.5463 -2.2294 1.6132
C -3.5336 -2.5570 0.2531
C -2.6363 -1.8179 -0.6311
O -2.0183 -0.8330 -0.1845
C -2.5994 -2.2848 -1.9881
C -3.4615 -3.2615 -2.3870
N -4.3294 -3.8978 -1.5751
C -4.3621 -3.5840 -0.2369
C -1.7089 -1.6479 -3.0494
O -2.1429 -1.5710 -4.1905
O -0.5573 -1.2339 -2.6865
H -4.9867 -7.0833 -2.5372
H -3.9902 -6.5400 -1.1824
H -3.5064 -6.1655 -2.8338
H -5.4066 -4.6779 -3.1525
H -7.0202 -5.9522 -1.7251
H -7.0513 -4.2083 -1.4494
H -5.6808 -6.3018 0.3009
H -7.0723 -5.3209 0.7309
H -5.9066 -4.3968 2.6715
H -2.8887 -1.4532 1.9714
H -3.4748 -3.5569 -3.4283
C 1.5412 -0.0921 -4.7173
P 1.0013 0.6195 -3.1065
C -0.4804 1.5199 -3.7060
C 2.2021 2.0106 -2.8606
C 2.1699 3.2285 -3.5231
C 3.0128 4.2621 -3.1548
C 3.9166 4.0858 -2.1216
C 3.9935 2.8645 -1.4777
C 3.1347 1.8315 -1.8300
P 3.1530 0.2175 -0.9706
C 4.2253 -0.7409 -2.1188
C 4.3053 0.4432 0.4411
H 1.5334 0.6814 -5.4851
H 0.8216 -0.8737 -4.9540
H 2.5372 -0.5224 -4.6501
H -0.2101 2.2276 -4.4878
H -0.9563 2.0393 -2.8762
H -1.1636 0.7791 -4.1155
H 1.4813 3.3867 -4.3404
H 2.9608 5.2070 -3.6726
H 4.5636 4.8973 -1.8203
H 4.7207 2.7241 -0.6924
H 5.0712 -0.1267 -2.4253
H 3.6404 -1.0306 -2.9850
H 4.5765 -1.6373 -1.6140
H 5.3425 0.5344 0.1195
H 4.1634 -0.4672 1.0452
H 4.0173 1.3103 1.0325
N 0.0361 -2.0613 2.6445
C 0.3523 -2.4773 1.6151
N -0.3684 3.3990 -0.2765
C -0.1577 4.1179 -1.2186
C -0.7349 5.2778 -1.7896
C -0.9690 5.3823 -3.1650
C -1.4605 6.5544 -3.7013
C -1.6970 7.6522 -2.8869
C -1.4325 7.5712 -1.5281
C -0.9664 6.3970 -0.9757
H -0.7914 4.5216 -3.7916
H -1.6566 6.6248 -4.7618
H -2.0951 8.5637 -3.3064
H -1.6086 8.4227 -0.8845
H -0.7885 6.3288 0.0888
C 1.2143 4.1086 1.9075
C 0.2216 2.9501 2.0401
C 0.9708 1.7673 2.6669
C -0.3110 2.5638 0.6747
C -1.0065 3.3272 2.8610
C -1.8312 2.3285 3.3702
C -2.9715 2.6418 4.0863
C -3.3301 3.9635 4.2861
C -2.5348 4.9662 3.7638
C -1.3852 4.6506 3.0617
H 2.0892 3.7795 1.3513
H 1.5247 4.4465 2.8936
H 0.7851 4.9429 1.3596
H 1.8647 1.5485 2.0878
H 0.3789 0.8591 2.7072
H 1.2714 2.0318 3.6782
H -0.8579 1.6379 0.5769
H -1.5936 1.2908 3.2013
H -3.5844 1.8454 4.4826
H -4.2300 4.2065 4.8303
H -2.8120 6.0022 3.8960
H -0.7940 5.4602 2.6648
C 4.9103 -2.3520 4.9578
C 3.7386 -3.0680 4.2841
N 3.2697 -2.3134 3.1229
C 3.5517 -2.3101 1.8277
S 0.8021 -3.0538 0.1349
N 4.4544 -3.1197 1.2680
C 5.2754 -4.2418 1.7181
C 4.5314 -5.5727 1.6107
H 5.3315 -2.9619 5.7542
H 4.5762 -1.4103 5.3878
H 5.6906 -2.1397 4.2290
H 2.9078 -3.1529 4.9905
H 4.0251 -4.0800 3.9965
H 2.5431 -1.6557 3.3660
H 4.4161 -3.0703 0.2600
H 5.6118 -4.0630 2.7404
H 6.1693 -4.2683 1.0804
H 3.6053 -5.5389 2.1829
H 5.1497 -6.3860 1.9847
H 4.2782 -5.7797 0.5714
```

Atomic partial charges in e from the Löwdin method, atoms 1 to 4: number 1, Pb, carries 1.04; number 2, C, carries -0.02; number 3, C, carries -0.31; number 4, C, carries -0.13

Entry 4:
Computed, not measured: a single C4H6BrP molecule at a distorted geometry, with ωB97M-V/def2-TZVPD.

Values from the calculation:
**Energy relative to the best compared isomer or geometry (same formula, charge and spin)**: 104.1 kcal per mole
**Spin multiplicity**: 1
**F_max**: 0.0700 Eh/bohr
**Kohn-Sham gap (alpha / beta)**: 8.06 / 7.27 eV

```
12
C4H6BrP ωB97M-V/def2-TZVPD
C 0.9068 -0.4958 -0.9486
C -0.3214 -1.1460 -0.4880
C 0.6842 1.9030 0.5286
C -1.0082 -0.5243 0.6781
P 1.5093 1.1296 -0.7353
Br -2.7929 0.0161 0.3199
H 1.5708 -1.1030 -1.4303
H -0.9581 -1.3511 -1.2864
H 0.2246 -2.0413 -0.0897
H 0.7631 2.9365 0.4216
H 0.0133 1.4575 1.3277
H -0.5915 -0.7811 1.7024
```

Atomic partial charges in e from the Löwdin method, atoms 1 to 4: number 1, C, carries -0.40; number 2, C, carries -0.41; number 3, C, carries -0.33; number 4, C, carries -0.61